{
  "formula": "C3H9NO3",
  "method": "ωB97M-V with the def2-TZVPD basis set",
  "symbols": ["C", "N", "C", "C", "O", "O", "H", "H", "H", "H", "H", "H", "H", "H", "H", "O"],
  "coordinates": [[0.509407, -0.880822, -2.074503], [0.760807, 0.222285, -1.189409], [-0.352912, 0.595265, -0.297284], [0.025445, 1.712148, 0.610756], [-1.110582, 2.184911, 1.204629], [1.052075, 2.310564, 0.617607], [1.286752, -1.172478, -2.783533], [0.304686, -1.821450, -1.536308], [-0.413302, -0.761673, -2.663908], [0.907136, 0.978819, -1.874924], [-1.299662, 0.800870, -0.818726], [-0.589192, -0.316269, 0.265225], [-1.003172, 3.146428, 1.320781], [-0.160615, -1.651362, 2.729298], [-0.238392, -2.878300, 3.567214], [0.321519, -2.468932, 2.923082]],
  "atomic_forces_ev_per_a": [[0.4, -3.0, 0.8], [-3.3, 1.0, -3.3], [1.0, -2.3, 1.3], [-1.6, 2.6, 0.1], [0.5, -0.6, -0.5], [0.7, -0.6, -0.2], [0.3, 0.9, 0.1], [0.0, 0.4, 0.3], [-0.1, 0.7, 0.1], [1.5, 0.6, 1.1], [0.5, 0.2, -0.5], [0.0, 0.1, 0.2], [0.1, -0.3, 0.5], [0.3, -0.2, 0.1], [-0.4, -0.6, 0.7], [0.1, 0.9, -0.8]],
  "lowdin_charge": [-0.0140, 0.1822, -0.0388, -0.5006, 0.1164, 0.1803, 0.1237, 0.1256, 0.1494, 0.1894, 0.1808, 0.1541, 0.1512, 0.0213, 0.0288, -0.0497],
  "multiplicity": 2,
  "e_above_lowest_kcal_mol": 24.4,
  "total_charge": 1,
  "max_force_ha_per_bohr": 0.092,
  "e_lumo_ev": [-3.628, -9.218],
  "energy_ha": -399.82326
}